Entry 1:
Formula: C53H37ClF5GeN2PSSbSe4Ti
Source: the OMol25 dataset
Level of theory: ωB97M-V/def2-TZVPD

Last column: Mulliken charge in e.
Positions of all 107 atoms, in Å:
Ti: -0.92789 0.25474 1.36639  1.13
C: 0.72084 -0.47368 5.45496  -1.22
C: 0.47120 0.11129 4.20117  -0.33
N: -0.33270 -0.42960 3.30923  1.45
C: -0.92154 -1.61574 3.60963  -0.85
C: -0.70658 -2.28325 4.80237  1.55
C: 0.14254 -1.66592 5.75014  -1.03
C: -1.34837 -3.54773 5.04163  -1.04
C: -2.17422 -4.08488 4.12448  -1.14
C: -2.43093 -3.40203 2.88584  1.40
C: -3.30833 -3.91815 1.90031  -0.95
C: -3.49825 -3.24710 0.73856  -1.16
C: -2.82129 -2.03001 0.52780  0.50
N: -2.01205 -1.51851 1.44946  1.15
C: -1.81389 -2.19520 2.62418  -0.48
H: 1.37084 0.03685 6.15182  0.54
H: 0.95125 1.03916 3.92517  0.26
H: 0.32632 -2.15335 6.70115  0.45
H: -1.15375 -4.05818 5.97674  0.44
H: -2.65774 -5.03762 4.30249  0.45
H: -3.82074 -4.85648 2.08536  0.46
H: -4.15289 -3.61427 -0.03795  0.60
H: -2.95994 -1.48812 -0.41754  -0.55
Se: -2.03369 3.84295 6.39001  -0.50
Sb: -3.75385 3.62898 4.83235  0.14
Se: -1.52447 2.14819 2.97868  -0.08
Se: -3.38381 1.00877 3.87002  -0.41
Se: -2.53646 4.15997 2.37336  -0.41
Cl: -3.34532 1.02967 0.43700  -0.15
C: -3.25488 2.24223 -0.82907  1.24
C: -4.45196 2.79978 -1.23117  -0.75
C: -4.41748 3.75706 -2.22614  -0.77
C: -3.20489 4.14597 -2.78746  -0.91
C: -2.02414 3.57120 -2.35071  -0.44
C: -2.03240 2.59119 -1.35498  -0.36
P: -0.52296 1.72136 -0.81547  1.54
C: -0.16875 0.70050 -2.27686  0.96
C: -0.37344 -0.66667 -2.23299  0.12
C: -0.16584 -1.46004 -3.35421  -0.36
C: 0.26309 -0.87732 -4.53082  -1.13
C: 0.46158 0.50249 -4.59819  -0.91
C: 0.24033 1.28379 -3.48127  -0.10
C: 0.74294 3.02949 -0.85265  0.16
C: 0.44987 4.26619 -0.27956  -0.60
C: 1.41945 5.25812 -0.21921  -0.82
C: 2.69305 5.01548 -0.71865  -0.73
C: 2.99484 3.77951 -1.27609  -0.69
C: 2.02188 2.79086 -1.34270  -0.13
H: -5.38180 2.47805 -0.78463  0.57
H: -5.34363 4.19925 -2.56910  0.43
H: -3.18312 4.89207 -3.57153  0.46
H: -1.08467 3.88915 -2.78354  0.36
H: -0.71636 -1.14130 -1.32066  -0.53
H: -0.34497 -2.52576 -3.29890  0.70
H: 0.44081 -1.49259 -5.40497  0.44
H: 0.78045 0.96457 -5.52430  0.44
H: 0.38755 2.35473 -3.55010  0.28
H: -0.53723 4.45997 0.12244  0.40
H: 1.17790 6.21680 0.22383  0.46
H: 3.44980 5.78951 -0.67292  0.42
H: 3.98985 3.58031 -1.65543  0.47
H: 2.25926 1.83140 -1.78394  0.10
F: -5.94016 -5.48547 -4.84237  -0.32
C: -5.41651 -4.35755 -4.34319  0.79
C: -6.02453 -3.13736 -4.55682  0.12
F: -7.15935 -3.08948 -5.26737  -0.30
C: -5.47194 -1.98022 -4.04121  0.30
F: -6.13177 -0.84258 -4.29614  -0.34
C: -4.30117 -1.95394 -3.27640  0.23
S: -3.62491 -0.48188 -2.60993  -0.18
C: -3.72621 -3.21279 -3.10412  -0.23
F: -2.57315 -3.33993 -2.39791  -0.34
C: -4.25160 -4.38708 -3.60927  -0.18
F: -3.63429 -5.56028 -3.39104  -0.32
C: 2.21315 -1.80694 2.36326  -1.62
Ge: 1.60895 -0.50062 0.98397  0.82
C: 2.18581 -1.47415 -0.61962  0.13
C: 3.00948 -0.96482 -1.62350  1.00
C: 3.40429 -1.75179 -2.70017  -0.98
C: 2.98625 -3.07324 -2.78929  -0.77
C: 2.17015 -3.60203 -1.79624  -0.74
C: 1.77428 -2.80762 -0.72681  -0.72
C: 2.80311 1.01296 1.39924  0.66
C: 2.22912 2.16141 1.88413  0.05
C: 2.98593 3.26892 2.34232  -1.33
C: 4.34434 3.22390 2.27618  -1.11
C: 5.00458 2.07068 1.77057  1.00
C: 6.42376 2.02099 1.69458  -0.96
C: 7.06343 0.90781 1.23815  -0.73
C: 6.30936 -0.22361 0.84177  -1.22
C: 4.94648 -0.20087 0.90289  -0.30
C: 4.24048 0.95244 1.35426  1.39
H: 3.06873 -2.35616 1.97073  0.59
H: 1.44316 -2.54018 2.61840  0.52
H: 2.52468 -1.29694 3.27561  0.43
H: 3.37314 0.05526 -1.56379  0.38
H: 4.04169 -1.33199 -3.46912  0.46
H: 3.29817 -3.68882 -3.62446  0.37
H: 1.83839 -4.63152 -1.85758  0.43
H: 1.12851 -3.24079 0.03321  0.21
H: 1.14874 2.26530 1.90599  -0.27
H: 2.47575 4.14126 2.73257  0.58
H: 4.94510 4.06271 2.61252  0.40
H: 6.98990 2.88967 2.01333  0.43
H: 8.14520 0.88345 1.18468  0.39
H: 6.81784 -1.11250 0.48880  0.46
H: 4.38523 -1.07173 0.59630  0.33

2S+1 ... 2
LUMO energy (alpha / beta) ... -0.0647 / -0.0645 Eh
Gap between HOMO and LUMO (alpha / beta) ... 4.689 / 4.693 eV
Charge ... 0

=====

Entry 2:
Formula: C47H50AsBrF5MgN2O5S2Si
Source: the OMol25 dataset
Level of theory: ωB97M-V/def2-TZVPD

Last column: Mulliken charge in e.
Positions of all 115 atoms, in Å:
Mg: 0.79066 -0.51183 -0.45696  1.38
C: 0.41430 0.22360 4.09360  -1.38
C: -0.04966 0.56501 2.68485  1.76
C: -1.34925 -0.14512 2.36974  -1.97
C: -0.20047 2.06831 2.49857  -1.09
O: 0.92377 0.08797 1.70505  0.96
Si: 2.61374 0.15830 1.82106  -1.33
S: 3.22094 -0.07529 -0.12260  -0.79
O: 3.17012 -0.93777 2.91034  0.28
C: 3.33571 -2.35919 2.90941  2.13
C: 4.53289 -2.72762 2.04429  -1.66
C: 3.58500 -2.72942 4.36364  -1.92
C: 2.07430 -3.03332 2.39175  -1.62
O: 2.91048 1.59523 2.54927  0.54
C: 4.11587 2.20778 3.01031  1.61
C: 3.92653 3.70149 2.80067  -1.61
C: 5.32119 1.70551 2.22517  -1.55
C: 4.25912 1.86664 4.48815  -1.58
H: -0.27150 0.68248 4.80883  0.55
H: 1.41775 0.60009 4.29021  0.01
H: 0.41052 -0.85536 4.25478  0.30
H: -2.11325 0.13558 3.09728  0.68
H: -1.22296 -1.22699 2.39854  0.31
H: -1.70902 0.12889 1.37617  -0.25
H: -1.01358 2.43381 3.12940  0.61
H: -0.44570 2.29093 1.45731  -0.28
H: 0.72042 2.59270 2.75082  -0.06
H: 5.43464 -2.24018 2.42134  0.34
H: 4.37427 -2.40929 1.01371  0.19
H: 4.68723 -3.80868 2.06165  0.45
H: 4.46736 -2.20788 4.73846  0.35
H: 3.74515 -3.80479 4.46376  0.40
H: 2.72860 -2.44307 4.97667  0.38
H: 1.89878 -2.78414 1.34332  -0.01
H: 1.20369 -2.72255 2.97257  0.15
H: 2.17007 -4.11883 2.46411  0.72
H: 3.76926 3.92185 1.74406  0.34
H: 4.80019 4.25221 3.15690  0.43
H: 3.04880 4.04642 3.35039  0.29
H: 5.17501 1.85633 1.15492  0.29
H: 5.48531 0.63945 2.39852  0.18
H: 6.21223 2.25074 2.54246  0.53
H: 3.42238 2.28035 5.05440  0.29
H: 5.18880 2.27644 4.89028  0.46
H: 4.26527 0.78331 4.61657  0.09
Br: -0.78855 7.28058 -1.53143  -0.22
C: 0.09620 5.63342 -1.22194  -0.11
C: 1.26933 5.61807 -0.48351  -0.37
N: 1.93165 4.49655 -0.21620  -0.37
C: 1.42694 3.35000 -0.68291  0.10
C: 0.25731 3.28152 -1.43118  0.42
C: -0.42631 4.45545 -1.70963  -0.74
C: -0.33989 1.97414 -1.90038  -0.70
O: -1.40081 1.99965 -2.50171  -0.68
O: 0.30645 0.91870 -1.56442  0.67
H: 1.68002 6.54132 -0.09164  0.39
H: 1.97923 2.44433 -0.45052  0.33
H: -1.34827 4.41342 -2.27384  0.70
S: 0.07123 -1.37538 -4.51927  -0.24
C: 1.69666 -1.03168 -4.66599  0.52
N: 2.36946 -0.29696 -3.72665  0.37
C: 3.69219 0.00463 -3.76097  -0.13
C: 4.46628 -0.38641 -4.79943  -0.93
C: 3.83900 -1.12597 -5.83445  -0.03
C: 2.51752 -1.42982 -5.77392  -0.97
H: 1.86273 0.00413 -2.90429  -0.51
H: 4.06050 0.55015 -2.90308  0.46
H: 5.51837 -0.14838 -4.81753  0.42
H: 4.42479 -1.45797 -6.68333  0.36
H: 2.02791 -1.99813 -6.55073  0.40
F: 2.51941 -2.92920 -2.03610  -0.45
C: 1.36182 -3.42034 -1.53241  0.94
C: 0.49993 -2.60636 -0.82850  -1.75
C: -0.62828 -3.25264 -0.37451  1.47
F: -1.55587 -2.57044 0.35575  -0.18
C: -0.92694 -4.58574 -0.59806  -0.11
F: -2.05721 -5.14802 -0.13559  -0.35
C: -0.02681 -5.34814 -1.31746  0.69
F: -0.27596 -6.64609 -1.55667  -0.36
C: 1.13441 -4.76143 -1.78628  0.27
F: 2.00734 -5.50316 -2.48832  -0.35
C: -4.05275 -1.54556 -5.37856  -0.69
C: -4.57784 -0.32557 -4.97645  -0.71
C: -4.32176 0.16422 -3.70232  -0.86
C: -3.54703 -0.57108 -2.81364  0.89
C: -2.98835 -1.77656 -3.23831  -0.96
C: -3.24722 -2.26777 -4.50980  -0.83
As: -3.02443 0.00092 -1.02917  1.94
C: -4.01156 1.67265 -0.76233  -0.29
C: -3.32925 2.75556 -0.21793  0.08
C: -3.98700 3.94737 0.06331  -0.69
C: -5.34333 4.06717 -0.20405  -0.59
C: -6.03839 2.98749 -0.73570  -0.74
C: -5.37788 1.79648 -1.00295  -0.17
C: -4.28551 -1.10042 0.03967  0.37
C: -4.74398 -0.62186 1.26663  -0.39
C: -5.50855 -1.42125 2.10608  -0.75
C: -5.82871 -2.71973 1.73317  -0.54
C: -5.37383 -3.20893 0.51712  -0.65
C: -4.60676 -2.40692 -0.31726  -0.31
H: -4.24923 -1.91983 -6.37546  0.35
H: -5.17758 0.25967 -5.66297  0.41
H: -4.70634 1.13517 -3.41758  0.43
H: -2.30591 -2.31663 -2.58956  0.74
H: -2.79259 -3.19712 -4.82841  0.45
H: -2.26870 2.67637 -0.01437  0.01
H: -3.43611 4.78075 0.48226  0.45
H: -5.85859 4.99706 0.00197  0.38
H: -7.09975 3.07013 -0.93571  0.40
H: -5.93658 0.94922 -1.38427  0.49
H: -4.51136 0.39212 1.57489  0.41
H: -5.85661 -1.02511 3.05250  0.40
H: -6.42213 -3.34642 2.38713  0.37
H: -5.60801 -4.22240 0.21550  0.44
H: -4.26317 -2.81305 -1.26011  0.31

LUMO energy ... 0.0817 Eh
Gap between HOMO and LUMO ... 7.535 eV
Charge ... -1

=====

Entry 3:
Formula: H4N2
Source: the OMol25 dataset
Level of theory: ωB97M-V/def2-TZVPD

Last column: Mulliken charge in e.
Positions of all 6 atoms, in Å:
N: 0.90424 -0.62950 -0.23628  -0.49
N: -0.95413 0.57350 0.17089  -0.50
H: 0.71521 -1.06529 -1.12729  0.23
H: 1.29497 0.29496 -0.46270  0.26
H: -1.70110 -0.13349 0.18727  0.23
H: -0.67240 0.47523 1.13790  0.26

2S+1 ... 3
LUMO energy (alpha / beta) ... 0.0472 / -0.0610 Eh
Gap between HOMO and LUMO (alpha / beta) ... 10.361 / 9.288 eV
Charge ... 0

=====

Entry 4:
Formula: C36H47N4P2PtS
Source: the OMol25 dataset
Level of theory: ωB97M-V/def2-TZVPD

Last column: Mulliken charge in e.
Positions of all 91 atoms, in Å:
Pt: 0.04383 -0.33429 0.03519  3.25
C: -3.13954 -0.58646 -2.13429  -1.15
C: -2.15180 0.21370 -2.98027  0.79
C: -2.32252 -0.10565 -4.46023  -1.57
P: -0.41337 -0.04995 -2.28909  -0.51
C: 0.53553 -1.07103 -3.52083  0.74
C: 0.19161 -2.54567 -3.30959  -1.46
C: 2.02255 -0.82256 -3.29264  -1.63
C: 0.23965 1.64050 -2.47194  -0.44
C: 0.35700 2.25803 -3.70393  0.08
C: 0.67611 3.60524 -3.82154  0.40
C: 0.82335 4.24602 -5.16233  -1.77
C: 0.78607 4.35307 -2.64629  -1.02
C: 0.70353 3.75623 -1.41090  -1.12
C: 0.51118 2.36465 -1.28091  0.23
N: 0.48602 1.72159 -0.08753  -0.22
C: 1.02684 2.19656 1.06521  -1.16
C: 2.12708 3.07879 1.10482  -0.44
C: 2.63343 3.54048 2.29750  -1.10
C: 2.06824 3.16112 3.51575  0.26
C: 2.61960 3.65328 4.81427  -1.67
C: 1.01986 2.24949 3.49028  -0.21
C: 0.51427 1.73374 2.31105  0.15
P: -0.66606 0.33930 2.27367  0.58
C: -0.34772 -0.50482 3.92107  0.36
C: -1.23253 -0.04345 5.07608  -1.78
C: -0.45376 -2.01962 3.74837  -1.29
C: -2.32648 1.17298 2.46506  0.55
C: -3.44082 0.14418 2.30273  -1.18
C: -2.46256 2.28030 1.42780  -1.53
H: -4.15778 -0.42716 -2.48382  0.55
H: -3.07902 -0.27247 -1.09345  -0.02
H: -2.92100 -1.65045 -2.18922  0.25
H: -2.34616 1.28402 -2.82753  0.45
H: -2.17360 -1.16445 -4.65660  0.31
H: -1.64299 0.46948 -5.08330  0.30
H: -3.33623 0.15060 -4.76361  0.48
H: 0.27486 -0.77318 -4.54066  0.87
H: 0.40933 -2.83606 -2.28485  0.20
H: 0.78410 -3.17196 -3.97482  0.53
H: -0.86290 -2.74549 -3.48940  0.30
H: 2.26543 -0.97560 -2.24255  0.32
H: 2.29852 0.19262 -3.56801  0.30
H: 2.61687 -1.51026 -3.89010  0.50
H: 0.20120 1.67756 -4.60311  0.18
H: 1.00650 3.50324 -5.93504  0.37
H: 1.63883 4.96527 -5.16043  0.41
H: -0.08893 4.78318 -5.42197  0.33
H: 0.93972 5.42024 -2.70934  0.43
H: 0.75793 4.36432 -0.52087  0.62
H: 2.61091 3.35501 0.17875  0.73
H: 3.48626 4.20279 2.29602  0.42
H: 3.02457 4.65669 4.71411  0.42
H: 3.42900 2.99824 5.14075  0.29
H: 1.85719 3.65214 5.58957  0.39
H: 0.60226 1.93710 4.43516  0.30
H: 0.69923 -0.27541 4.15488  0.69
H: -2.26652 -0.33628 4.91292  0.34
H: -1.19927 1.03429 5.21803  0.34
H: -0.89534 -0.51130 5.99979  0.49
H: -1.45125 -2.31828 3.43419  0.27
H: -0.22994 -2.51494 4.69155  0.52
H: 0.25734 -2.36964 3.00371  0.13
H: -2.37465 1.61469 3.46413  0.58
H: -3.42371 -0.26452 1.29389  -0.04
H: -4.41050 0.61053 2.46921  0.50
H: -3.33884 -0.68049 3.00458  0.26
H: -2.22436 1.89955 0.43286  0.07
H: -1.79260 3.10822 1.65178  0.28
H: -3.48296 2.65927 1.42021  0.56
N: 1.60076 -4.31586 0.15633  -0.03
C: 0.28897 -4.71768 0.26583  0.79
C: -0.32802 -5.95852 0.31490  -1.23
C: -1.70307 -5.96330 0.45655  -0.58
C: -2.45212 -4.78509 0.51564  -1.03
C: -1.84915 -3.54717 0.46460  -0.15
C: -0.46325 -3.52621 0.36841  -0.17
N: 0.39226 -2.46125 0.36469  0.39
C: 1.61773 -2.95046 0.23066  0.55
C: 2.77450 -2.10615 0.20803  -1.06
C: 4.09937 -2.45609 0.06390  -0.58
S: 5.10367 -1.06542 0.13980  -0.14
C: 3.68052 -0.10769 0.37715  -0.31
N: 2.57308 -0.76080 0.37242  0.23
H: 2.40521 -4.90785 0.03334  0.22
H: 0.23236 -6.87836 0.25665  0.47
H: -2.21294 -6.90839 0.53439  0.44
H: -3.52438 -4.85549 0.60199  0.48
H: -2.40629 -2.62229 0.49435  0.55
H: 4.52484 -3.42725 -0.07521  0.43
H: 3.75587 0.95443 0.51165  0.37

LUMO energy ... -0.1065 Eh
Gap between HOMO and LUMO ... 6.071 eV
Charge ... +1

=====

Entry 5:
Formula: CH3N2P
Source: the OMol25 dataset
Level of theory: ωB97M-V/def2-TZVPD

Last column: Mulliken charge in e.
Positions of all 7 atoms, in Å:
C: 1.89126 -1.14976 -0.05627  0.23
N: 2.25868 -2.24550 -0.08929  -0.33
N: 2.41811 1.36447 0.65642  -0.36
P: 1.54905 0.68577 -0.39932  0.20
H: 2.04039 -0.72516 3.63656  0.09
H: 2.40461 2.32867 0.85851  0.26
H: 2.34324 0.01254 3.34834  -0.10

LUMO energy ... -0.0476 Eh
Gap between HOMO and LUMO ... 9.170 eV
Charge ... 0

=====

Entry 6:
Formula: H2NO
Source: the OMol25 dataset
Level of theory: ωB97M-V/def2-TZVPD

Last column: Mulliken charge in e.
Positions of all 4 atoms, in Å:
N: 0.22466 0.19489 -0.29090  -0.50
O: -1.10487 -0.71105 -0.10816  -0.83
H: 0.90282 -0.49965 -0.00887  0.17
H: -0.02261 1.01581 0.40793  0.16

LUMO energy ... 0.2208 Eh
SMILES ... N[O-]
Gap between HOMO and LUMO ... 7.278 eV
Charge ... -1

=====

These records have electronic energy values of -16622.8934, -8902.1971, -111.7303, -2819.1566, -490.6764, -131.0827 Ha, in the order they appear.